# C66H129N9O19

A cluster of 14 separate species, C66H129N9O19 in total in a non-equilibrium geometry (wB97M-V/def2-TZVPD, the Open Molecules 2025 dataset).

Summary:
Kohn-Sham gap in eV: 8.12
Largest force on an atom in eV/A: 4.06
HOMO in Ha: -0.283
Calculated total energy in a.u.: -4514.26775
E_LUMO in eV: 0.42

The geometry in ORCA input format:
```
! wB97M-V def2-TZVPD RIJCOSX def2/J DEFGRID3
* xyz 0 1
C -22.4397 -11.4529 23.5033
C -21.8302 -10.0461 23.3727
C -22.6310 -9.2893 22.3405
O -21.7379 -8.2323 21.8171
C -22.3036 -7.4661 20.8023
N -21.8214 -9.3556 24.6873
H -21.8062 -11.9719 24.2555
H -22.3360 -12.0578 22.6082
H -23.5197 -11.3271 23.8250
H -20.8662 -10.3707 22.9827
H -23.5288 -8.8343 22.8427
H -22.9557 -9.9685 21.4793
H -21.5137 -7.0798 20.1866
H -22.9731 -6.6757 21.2338
H -23.0085 -7.9425 20.1387
H -22.7583 -9.3384 24.9861
H -21.5810 -8.4134 24.5543
C -12.9152 -8.5261 19.8157
C -11.5386 -8.0560 19.2101
C -11.6068 -8.3943 17.7055
O -11.7775 -9.7573 17.3452
C -10.5770 -10.5259 17.5133
N -11.2415 -6.7400 19.5434
H -13.6040 -7.7454 19.6493
H -12.7849 -8.8267 20.8660
H -13.2398 -9.4274 19.2076
H -10.8120 -8.7113 19.7562
H -10.7773 -7.9823 17.1626
H -12.4550 -7.8198 17.2886
H -10.6881 -11.4591 17.0418
H -10.3157 -10.7152 18.5458
H -9.7389 -10.1150 17.0595
H -10.3867 -6.4128 19.0628
H -11.9693 -6.0695 19.2072
C -21.6718 -5.4947 26.4171
C -22.4100 -4.7505 25.3578
C -23.5750 -4.0021 26.0446
O -24.4289 -4.9499 26.5853
C -25.5762 -4.2997 27.1330
N -21.4023 -3.8840 24.7390
H -22.3237 -6.3372 26.8232
H -21.3711 -4.8227 27.2313
H -20.7726 -5.8914 25.9991
H -22.7398 -5.4764 24.5808
H -24.1391 -3.2852 25.3775
H -23.1072 -3.2696 26.7643
H -26.1988 -3.8662 26.3172
H -25.2182 -3.5003 27.7400
H -26.0868 -5.0256 27.7463
H -21.8103 -3.1110 24.2045
H -20.8758 -3.3713 25.4579
C -18.3630 0.1661 22.1947
C -19.7928 -0.1730 21.7539
C -19.7988 -0.6537 20.3159
O -21.0600 -1.2756 19.9901
C -22.0309 -0.4081 19.2722
N -20.1247 -1.4240 22.5510
H -17.9844 0.9283 21.5959
H -17.8399 -0.8059 22.0559
H -18.4306 0.4248 23.2709
H -20.4901 0.7417 21.8024
H -19.1046 -1.4836 20.2833
H -19.5520 0.1312 19.5111
H -21.9708 0.6539 19.6426
H -23.0012 -0.8139 19.4332
H -21.8263 -0.4096 18.1955
H -20.3175 -1.1022 23.4875
H -20.9723 -1.8501 22.2454
C -20.3334 -1.6077 28.0961
C -19.7290 -0.5669 27.1132
C -18.3724 -1.1479 26.6780
O -17.7674 -0.3743 25.5923
C -16.5728 -0.9680 25.1257
N -20.5306 -0.4999 25.8642
H -20.2883 -2.4935 27.4782
H -21.3991 -1.4017 28.3248
H -19.8754 -1.8300 29.0406
H -19.4879 0.3345 27.6361
H -18.5410 -2.1328 26.3449
H -17.7079 -1.2123 27.5829
H -16.6820 -1.8993 24.5484
H -15.9603 -1.2106 26.0302
H -16.0184 -0.2548 24.5378
H -21.2905 0.1970 25.9677
H -19.8844 -0.1741 25.1759
C -8.5742 -9.8490 21.0849
C -8.8374 -11.1355 21.8778
C -10.3343 -11.2459 22.1495
O -10.8575 -10.0920 22.7416
C -12.2244 -10.2564 23.1332
N -8.4309 -12.3514 21.1642
H -8.6901 -8.9398 21.6778
H -9.2775 -9.8828 20.2279
H -7.5627 -9.8490 20.6612
H -8.2731 -11.0288 22.8123
H -10.3965 -12.0458 22.9212
H -10.8619 -11.4461 21.2026
H -12.8553 -10.6608 22.3599
H -12.5299 -9.2140 23.3981
H -12.3744 -10.9128 24.0388
H -7.4947 -12.0655 20.8310
H -8.9341 -12.5101 20.2924
C -12.3584 -3.2799 15.9718
C -13.5344 -4.2423 15.8388
C -14.3653 -4.3635 17.0446
O -13.6884 -5.2125 17.9882
C -14.4687 -5.3043 19.1734
N -14.3332 -3.7746 14.7527
H -11.5276 -3.4699 15.2648
H -11.9136 -3.2610 16.9572
H -12.6793 -2.2409 15.8833
H -13.1330 -5.2591 15.6092
H -15.3580 -4.7999 16.7806
H -14.4961 -3.3572 17.5279
H -15.2638 -4.5043 19.2881
H -13.8298 -5.4319 20.0506
H -15.0603 -6.2654 19.0013
H -13.7722 -3.9019 13.8529
H -15.1974 -4.2739 14.6392
C -19.4371 -5.9100 22.5623
C -18.4210 -4.8447 22.3026
C -16.9768 -5.4434 22.0948
O -16.6472 -6.2827 23.1705
C -15.3200 -6.7554 23.1525
N -18.6418 -3.9379 21.0935
H -20.3718 -5.4378 22.9060
H -19.0435 -6.5283 23.3819
H -19.5940 -6.5297 21.6968
H -18.3777 -4.1529 23.1463
H -16.2324 -4.6290 22.0360
H -16.8618 -6.0116 21.1771
H -14.5967 -5.9226 23.2630
H -15.2010 -7.4101 22.2648
H -15.2227 -7.4641 24.0321
H -19.4731 -3.4063 21.3007
H -18.9797 -4.5498 20.3369
C -13.4000 -6.5542 27.9477
C -13.4752 -7.2780 26.6514
C -12.7926 -6.3536 25.5786
O -12.4551 -7.0036 24.3530
C -11.4680 -6.2611 23.5393
N -12.6303 -8.4701 26.8715
H -12.3064 -6.3870 28.0514
H -13.8061 -7.1446 28.7468
H -14.1018 -5.6966 28.0508
H -14.5468 -7.4496 26.3538
H -11.7855 -5.9616 26.0824
H -13.5496 -5.5396 25.3712
H -10.5197 -6.1743 24.0126
H -11.9113 -5.2766 23.5445
H -11.3461 -6.7241 22.5675
H -12.5935 -9.0663 26.0461
H -13.0638 -9.0100 27.5990
C -18.3033 -7.6204 27.2804
C -17.6241 -7.0305 26.2129
C -17.2165 -5.6547 26.3961
C -17.3412 -5.0754 27.6903
C -18.0638 -5.7332 28.7061
C -18.5785 -7.0072 28.4749
O -19.1433 -7.7468 29.5307
O -16.8115 -4.8834 25.3786
H -18.6725 -8.5962 27.2109
H -17.6042 -7.6308 25.2796
H -16.9717 -4.0885 27.8308
H -18.0918 -5.1750 29.6850
H -19.5426 -8.5146 29.1357
H -16.8230 -5.4248 24.5752
C -19.1791 -5.2741 16.6587
C -19.1617 -5.9033 17.8766
C -18.2666 -6.9101 18.2616
C -17.2591 -7.2271 17.2836
C -17.2098 -6.5053 16.1291
C -18.1444 -5.5310 15.7881
O -17.8605 -4.9454 14.6096
O -18.4049 -7.3744 19.5273
H -20.0073 -4.5972 16.5542
H -20.0921 -5.7480 18.4592
H -16.4609 -7.9350 17.5502
H -16.3795 -6.6776 15.4056
H -18.2670 -4.0168 14.6156
H -17.6348 -7.9019 19.7752
C -16.1586 -11.0475 23.7067
C -15.8371 -10.5739 22.4520
C -16.7326 -9.7685 21.7877
C -17.9276 -9.3595 22.4062
C -18.2882 -9.8611 23.6289
C -17.3948 -10.7370 24.2764
O -17.6584 -11.1607 25.5380
O -16.3358 -9.1717 20.5639
H -15.4042 -11.6602 24.2425
H -14.9366 -10.9496 22.0126
H -18.4474 -8.5255 21.9250
H -19.2345 -9.5496 24.0301
H -18.5109 -10.7336 25.9204
H -16.1552 -9.8240 19.8904
C -11.6577 -2.7323 21.9238
C -11.1635 -2.7125 23.2486
C -12.0215 -2.7004 24.3621
C -13.3462 -2.6729 24.1273
C -13.8666 -2.6745 22.7889
C -13.0237 -2.6264 21.7343
O -13.4488 -2.5606 20.4120
O -11.5030 -2.6813 25.6051
H -10.9818 -2.7743 21.0301
H -10.0837 -2.6214 23.4071
H -14.0517 -2.6715 24.9243
H -14.9244 -2.8160 22.7121
H -14.4048 -2.7802 20.3889
H -10.5879 -2.9215 25.4978
C -17.0887 -2.6148 18.2158
C -16.9566 -2.2700 16.8428
C -16.0986 -1.2215 16.4862
C -15.2711 -0.5296 17.4420
C -15.4737 -0.8115 18.7568
C -16.3569 -1.8877 19.0918
O -16.2698 -2.1613 20.4482
O -15.8526 -1.0940 15.1329
H -17.7342 -3.4085 18.4698
H -17.4774 -2.8331 16.0633
H -14.8260 0.3462 17.0871
H -14.9092 -0.1510 19.4649
H -17.1304 -2.6166 20.7052
H -15.2858 -1.8574 14.8793
*
```

Results of the Mulliken charge analysis, in e, for atoms 1 through 8:
1. C -1.7830
2. C 1.0444
3. C -0.9404
4. O 0.1324
5. C -0.6259
6. N -0.5332
7. H 0.4021
8. H 0.4121